No. 1
DFT (ωB97M-V/def2-TZVPD) results for a 2-piece molecular cluster, C2H5N3OS overall.

Geometry as XYZ:
```
12
Properties=species:S:1:pos:R:3:forces:R:3
C -1.412 -0.102 -0.010 -0.52 3.81 -0.82
N -0.101 0.354 0.287 2.02 0.41 -0.25
N 0.920 -0.434 0.222 0.10 0.62 1.03
S 0.779 -1.993 0.053 -0.17 -1.12 -0.46
H -1.305 -0.841 -0.753 -0.43 -0.65 -1.19
H -2.076 0.816 -0.209 0.98 -1.58 -0.16
H -1.724 -0.517 0.858 -1.70 -1.85 2.60
H 0.182 1.255 0.670 -0.59 -0.05 -0.61
N 3.958 -0.472 0.164 -0.30 -2.47 1.36
C 3.168 0.396 -0.131 1.51 0.30 -0.63
O 2.787 1.403 -0.584 -0.74 0.33 0.19
H 3.824 -1.427 0.616 -0.15 2.25 -1.06
```
Positions in Å, forces in eV/Å.

Calculated values
largest force on an atom	3.9	eV/A
ΔE to the lowest compared entry with this formula, charge and spin	308.7	kJ/mol
SMILES	CNN=S.N=C=O
HOMO (alpha / beta)	-8.50 / -8.50	eV
gap between HOMO and LUMO (alpha / beta)	8.314 / 8.315	eV
LUMO energy (alpha / beta)	-0.2 / -0.2	eV

Atomic partial charges in e from the Löwdin method, atoms 1 to 2: atom 1 (C): -0.110, atom 2 (N): -0.154


No. 2
DFT (ωB97M-V/def2-TZVPD) results for one molecule with the formula C2H5N3OS2.

Geometry as XYZ:
```
13
Properties=species:S:1:pos:R:3:forces:R:3
H 2.615 1.111 -1.219 -0.67 -0.55 0.76
N 1.799 0.944 -0.598 -0.10 0.71 0.27
C 1.702 -0.214 -0.059 0.15 1.24 -1.70
N 2.661 -1.141 -0.288 1.25 -2.61 -1.33
S 0.256 -0.781 0.836 0.16 0.45 -0.19
C -1.087 0.070 -0.037 -0.09 -0.21 0.32
S -2.405 -0.884 -0.376 0.61 0.76 -0.17
N -0.931 1.382 -0.280 -1.61 0.28 -1.38
O -0.166 2.176 0.596 -1.42 -0.12 -0.76
H 2.375 -2.128 -0.226 0.09 0.79 0.27
H 3.209 -1.042 -1.190 -0.91 0.28 1.76
H -1.638 1.809 -1.036 2.21 -0.75 2.73
H 0.753 2.053 0.272 0.31 -0.26 -0.58
```
Positions in Å, forces in eV/Å.

Calculated values
largest force on an atom	3.6	eV/A
ΔE to the lowest compared entry with this formula, charge and spin	215.4	kJ/mol
SMILES	[H]/N=C(\N)SC(=S)NO
HOMO	-8.46	eV
gap between HOMO and LUMO	8.682	eV
LUMO energy	0.2	eV

Atomic partial charges in e from the Löwdin method, atoms 1 to 2: atom 1 (H): 0.088, atom 2 (N): 0.041


No. 3
DFT (ωB97M-V/def2-TZVPD) results for one molecule with the formula C2H5N3OS2.

Geometry as XYZ:
```
13
Properties=species:S:1:pos:R:3:forces:R:3
S -3.036 -0.103 -0.067 0.48 -0.15 -0.12
N -1.659 -1.043 -0.405 0.24 -0.15 0.31
C -0.318 -0.611 -0.244 -1.24 0.65 -0.33
N 0.586 -1.499 -0.208 0.09 0.51 0.12
S 2.221 -1.053 -0.103 -0.02 -0.10 0.10
C 2.064 0.726 0.189 0.02 -0.09 1.64
O 1.070 1.254 -0.627 -1.07 0.31 -0.15
N -0.200 0.803 -0.129 0.67 -0.88 0.01
H -2.939 0.068 1.273 0.06 -0.13 -0.06
H -1.747 -2.053 -0.293 0.02 0.51 0.02
H 1.901 0.992 1.278 -0.16 -0.46 -1.12
H 2.998 1.178 -0.086 0.47 0.25 -0.40
H -0.942 1.341 -0.579 0.44 -0.27 -0.02
```
Positions in Å, forces in eV/Å.

Calculated values
largest force on an atom	1.6	eV/A
ΔE to the lowest compared entry with this formula, charge and spin	256.9	kJ/mol
SMILES	SNC1=NSCON1
HOMO	-8.06	eV
gap between HOMO and LUMO	8.679	eV
LUMO energy	0.6	eV

Atomic partial charges in e from the Löwdin method, atoms 1 to 2: atom 1 (S): 0.754, atom 2 (N): -0.385


No. 4
DFT (ωB97M-V/def2-TZVPD) results for one molecule with the formula C2H5N3S.

Geometry as XYZ:
```
11
Properties=species:S:1:pos:R:3:forces:R:3
N -2.220 -0.567 -0.221 0.39 -0.50 -0.02
N -0.995 -0.025 -0.182 2.22 1.01 0.19
C 0.109 -0.651 0.069 -1.77 -0.50 -0.81
C 1.428 0.024 -0.070 0.03 0.28 0.56
N 1.340 1.360 -0.030 -1.36 0.39 -0.35
S 2.867 -0.805 -0.137 -0.72 0.17 0.07
H -2.905 0.076 0.096 -0.47 0.91 -0.14
H -2.331 -1.389 0.323 0.11 -1.30 0.42
H 0.125 -1.719 0.292 0.11 0.01 -0.02
H 2.187 1.898 0.022 -0.05 0.13 -0.26
H 0.395 1.797 -0.162 1.52 -0.59 0.36
```
Positions in Å, forces in eV/Å.

Calculated values
largest force on an atom	2.4	eV/A
ΔE to the lowest compared entry with this formula, charge and spin	151.1	kJ/mol
SMILES	N/N=C/C(N)=S
HOMO	-8.44	eV
gap between HOMO and LUMO	8.477	eV
LUMO energy	0.0	eV

Atomic partial charges in e from the Löwdin method, atoms 1 to 2: atom 1 (N): 0.028, atom 2 (N): -0.065


No. 5
DFT (ωB97M-V/def2-TZVPD) results for one molecule with the formula C2H5N3S.

Geometry as XYZ:
```
11
Properties=species:S:1:pos:R:3:forces:R:3
C -0.254 -0.297 -0.090 0.98 0.47 0.20
C -0.007 -1.416 0.857 -0.22 -0.12 0.00
N -0.497 -0.379 -1.331 0.25 -1.61 0.65
N -0.557 0.780 -1.979 -0.83 1.95 -1.51
N 0.056 1.045 0.352 -0.32 0.25 0.09
S -0.011 1.986 -1.053 1.59 -0.87 0.35
H 1.478 2.000 -1.200 -1.26 0.01 0.04
H 0.503 -1.036 1.739 0.00 -0.09 0.08
H 0.635 -2.148 0.370 -0.01 -0.05 0.06
H -0.927 -1.914 1.155 -0.06 -0.03 0.07
H -0.419 1.380 1.180 -0.12 0.08 -0.03
```
Positions in Å, forces in eV/Å.

Calculated values
largest force on an atom	2.6	eV/A
ΔE to the lowest compared entry with this formula, charge and spin	382.5	kJ/mol
HOMO	-7.64	eV
gap between HOMO and LUMO	7.986	eV
LUMO energy	0.3	eV

Atomic partial charges in e from the Löwdin method, atoms 1 to 2: atom 1 (C): -0.485, atom 2 (C): -0.033


No. 6
DFT (ωB97M-V/def2-TZVPD) results for a 2-piece molecular cluster, C2H5N3S overall.

Geometry as XYZ:
```
11
Properties=species:S:1:pos:R:3:forces:R:3
C 1.395 -0.393 -0.047 -3.49 -1.54 0.30
C -1.057 -0.406 -0.085 0.41 -3.17 -0.04
H -1.295 1.746 1.138 2.66 0.67 -2.79
H 1.094 -1.444 -0.021 1.78 -0.78 -0.26
H 3.246 -0.251 -0.361 -1.82 1.51 1.40
H -0.968 -1.535 -0.024 -0.32 1.06 -0.05
H -2.939 -0.404 -0.165 1.13 1.00 -0.10
N 0.142 0.174 -0.039 0.46 3.69 -0.17
N 2.375 0.351 -0.058 4.78 -1.38 -1.72
N -2.116 0.260 -0.190 -2.76 -0.86 0.33
S 0.124 1.902 -0.147 -2.81 -0.22 3.10
```
Positions in Å, forces in eV/Å.

Calculated values
largest force on an atom	5.3	eV/A
ΔE to the lowest compared entry with this formula, charge and spin	420.0	kJ/mol
HOMO	-8.50	eV
gap between HOMO and LUMO	8.361	eV
LUMO energy	-0.1	eV

Atomic partial charges in e from the Löwdin method, atoms 1 to 2: atom 1 (C): -0.398, atom 2 (C): -0.448


No. 7
DFT (ωB97M-V/def2-TZVPD) results for one molecule with the formula C2H5N3S.

Geometry as XYZ:
```
11
Properties=species:S:1:pos:R:3:forces:R:3
C 0.743 -0.051 -0.332 0.19 1.13 -0.68
C 0.495 -1.269 0.341 -1.33 -1.69 1.34
N -1.945 -1.029 1.461 0.50 0.34 -0.37
N 0.011 1.005 -0.300 -0.38 -0.80 0.50
N 0.399 2.097 -0.952 0.29 0.43 -0.32
S -0.720 -1.967 1.253 0.74 1.14 -0.85
H 1.664 -0.062 -0.934 -0.08 0.11 0.07
H 1.261 -2.025 0.232 0.05 -0.06 0.04
H -2.650 -1.482 2.027 0.08 -0.37 0.12
H -0.348 2.758 -1.098 0.15 -0.13 -0.02
H 1.090 2.024 -1.699 -0.20 -0.09 0.17
```
Positions in Å, forces in eV/Å.

Calculated values
largest force on an atom	2.5	eV/A
ΔE to the lowest compared entry with this formula, charge and spin	353.8	kJ/mol
HOMO (alpha / beta)	-7.56 / -7.54	eV
gap between HOMO and LUMO (alpha / beta)	7.373 / 7.364	eV
LUMO energy (alpha / beta)	-0.2 / -0.2	eV

Atomic partial charges in e from the Löwdin method, atoms 1 to 2: atom 1 (C): -0.271, atom 2 (C): -0.448


No. 8
DFT (ωB97M-V/def2-TZVPD) results for one molecule with the formula C2H5N3S2.

Geometry as XYZ:
```
12
Properties=species:S:1:pos:R:3:forces:R:3
N -1.222 1.211 -0.628 0.29 -0.44 -1.80
N -0.485 1.529 0.425 -0.28 0.07 1.67
C 0.289 0.687 0.980 0.47 0.35 0.33
N 0.734 -0.556 0.383 0.66 1.08 0.20
S 2.439 -0.652 -0.029 -0.72 0.16 0.04
C -0.085 -1.521 -0.002 -0.50 -1.48 -0.52
S -1.718 -1.614 0.247 0.60 -0.44 0.15
H -1.794 1.939 -0.962 -0.34 1.35 0.04
H -1.783 0.368 -0.631 0.59 -0.62 0.42
H 0.744 0.962 1.959 -0.04 -0.23 -1.20
H 2.392 -0.026 -1.239 -0.16 -0.13 0.45
H 0.490 -2.327 -0.502 -0.59 0.33 0.21
```
Positions in Å, forces in eV/Å.

Calculated values
largest force on an atom	1.9	eV/A
ΔE to the lowest compared entry with this formula, charge and spin	300.2	kJ/mol
SMILES	N/N=C\N(S)C=S
HOMO	-8.72	eV
gap between HOMO and LUMO	9.004	eV
LUMO energy	0.3	eV

Atomic partial charges in e from the Löwdin method, atoms 1 to 2: atom 1 (N): -0.013, atom 2 (N): -0.032


No. 9
DFT (ωB97M-V/def2-TZVPD) results for an isolated ion of composition C2H5N4 and charge +1.

Geometry as XYZ:
```
11
Properties=species:S:1:pos:R:3:forces:R:3
H 0.011 1.829 1.611 0.37 -1.94 -2.04
N 0.371 1.104 0.889 1.23 3.64 3.10
C -0.087 0.257 0.146 0.17 -0.56 0.08
C -1.336 -0.358 -0.227 -4.04 -0.73 -0.55
N 0.949 -0.448 -0.498 -2.92 -3.65 -2.70
N 2.123 -0.126 -0.255 2.90 1.95 1.97
N 2.463 0.728 0.460 -0.98 -0.42 -0.51
H -2.315 0.073 0.177 1.75 -0.62 0.34
H -1.289 -1.477 -0.080 -0.20 1.23 0.14
H -1.586 -0.217 -1.292 0.79 -0.06 0.02
H 0.696 -1.364 -0.932 0.92 1.16 0.15
```
Positions in Å, forces in eV/Å.

Calculated values
largest force on an atom	5.4	eV/A
ΔE to the lowest compared entry with this formula, charge and spin	271.8	kJ/mol
SMILES	[H]/N=C(\C)N[N+]#N
HOMO (alpha / beta)	-16.63 / -16.63	eV
net charge	+1
gap between HOMO and LUMO (alpha / beta)	10.572 / 10.573	eV
LUMO energy (alpha / beta)	-6.1 / -6.1	eV

Atomic partial charges in e from the Löwdin method, atoms 1 to 2: atom 1 (H): 0.197, atom 2 (N): 0.242


No. 10
DFT (ωB97M-V/def2-TZVPD) results for an isolated ion of composition C2H5N4 and charge +1.

Geometry as XYZ:
```
11
Properties=species:S:1:pos:R:3:forces:R:3
H 0.542 -1.818 0.070 0.33 0.54 -0.01
N -0.409 -1.479 0.001 -1.20 -0.74 -0.05
N -0.561 -0.249 -0.026 0.49 -0.76 0.07
N -1.799 0.200 -0.099 -0.76 0.32 0.01
C 0.453 0.696 0.001 0.06 1.21 0.17
C 1.706 0.254 0.038 0.54 -0.67 -0.29
N 2.738 -0.276 -0.142 -0.05 0.45 -0.26
H -2.533 -0.492 -0.174 0.24 -0.08 0.02
H -1.994 1.186 -0.173 0.31 -0.08 -0.01
H 0.227 1.750 -0.021 -0.13 -0.06 -0.01
H 3.580 -0.576 0.313 0.17 -0.11 0.36
```
Positions in Å, forces in eV/Å.

Calculated values
largest force on an atom	1.4	eV/A
ΔE to the lowest compared entry with this formula, charge and spin	277.9	kJ/mol
SMILES	[H]/N=[N+](/N)C=C=N
HOMO	-14.49	eV
net charge	+1
gap between HOMO and LUMO	9.459	eV
LUMO energy	-5.0	eV

Atomic partial charges in e from the Löwdin method, atoms 1 to 2: atom 1 (H): 0.097, atom 2 (N): 0.219


The highest largest force on an atom belongs to which entry?
number 9


The lowest largest force on an atom belongs to which entry?
number 10


Number 3 is which compound?
C2H5N3OS2


Look up the ΔE to the lowest compared entry with this formula, charge and spin of the seventh one.
353.8 kJ/mol